Record 1
19
Properties=species:S:1:pos:R:3:forces:R:3 method="wB97M-V/def2-TZVPD" orbital_gap_ev=9.7 relative_energy_kj_mol=444.3 lumo_energy_ev=0.783
C -1.112 -1.805 0.848 -1.8 -3.4 -2.9
C -1.624 -0.433 0.837 0.7 0.4 0.5
C -0.442 -0.828 -0.007 0.4 1.9 0.9
C -0.398 -0.852 -1.479 0.3 0.4 -1.3
C 1.084 2.372 0.225 -3.1 3.2 0.3
N 1.379 1.132 -0.345 -1.8 -2.2 1.5
O 2.101 -1.438 0.236 -2.8 3.9 1.6
S 1.081 -0.255 0.726 3.9 -3.0 -2.6
H -0.654 -2.259 1.679 0.5 -0.2 1.0
H -1.593 -2.629 0.109 0.7 2.0 2.2
H -2.516 -0.133 0.394 -1.4 0.1 -1.0
H -1.403 0.164 1.698 0.2 0.2 0.5
H -1.279 -1.508 -1.883 1.7 1.5 0.4
H 0.626 -1.341 -1.620 -1.4 0.5 -0.8
H -0.343 0.283 -1.848 -0.4 -2.8 0.4
H 0.385 2.877 -0.540 0.6 -0.2 1.5
H 0.578 2.296 1.213 -0.1 0.0 -0.7
H 1.861 3.124 0.424 0.5 -0.7 -0.3
H 2.269 1.235 -0.666 3.2 -1.2 -1.2

Record 2
44
Properties=species:S:1:pos:R:3:forces:R:3 method="wB97M-V/def2-TZVPD" orbital_gap_ev=9.3 relative_energy_kj_mol=583.4 smiles="NCNCCCC=O.O.O.O.O.O.O.O.O" lumo_energy_ev=-0.005
C 0.272 -0.441 -0.524 3.0 -1.9 0.5
N 1.108 -1.237 0.387 1.8 -2.3 0.3
C 0.968 -1.026 1.825 0.4 -0.7 0.1
N 1.854 0.015 2.245 2.6 1.8 -1.1
C 0.675 -0.631 -2.008 -1.9 5.4 2.7
C -0.110 0.517 -2.688 1.5 2.6 -1.8
C -1.591 0.274 -2.898 0.2 0.6 0.3
O -2.212 0.885 -3.729 -0.3 -0.4 0.1
H 0.354 0.491 -0.088 0.0 2.9 -0.3
H -0.729 -0.748 -0.353 -0.9 -0.1 0.1
H 2.191 -1.271 0.226 -3.0 0.6 -0.3
H -0.060 -0.946 2.226 0.3 0.7 -0.9
H 1.278 -1.917 2.324 0.3 -1.2 0.1
H 1.708 0.503 3.082 -0.8 0.3 1.4
H 2.917 -0.071 2.132 -2.4 -0.6 0.0
H 0.198 -1.463 -2.302 -0.8 -3.4 -1.5
H 1.681 -0.469 -2.284 1.0 -0.6 0.2
H -0.026 1.656 -2.340 -0.2 -2.6 0.7
H 0.484 0.824 -3.619 -1.5 -1.1 0.2
H -2.114 -0.394 -2.130 0.4 0.4 -0.9
H -0.889 0.480 3.660 -0.4 1.1 -0.5
H -0.548 2.059 3.478 -1.8 2.7 -2.0
O -0.345 1.259 3.838 2.0 -3.8 2.4
H -1.749 3.861 -0.984 -0.6 1.5 -2.8
H -0.542 3.423 -0.139 1.6 0.1 0.0
O -1.478 3.467 -0.212 -0.7 -1.6 2.8
H -1.259 -3.426 -0.644 -2.3 1.6 -0.8
H -1.341 -2.033 -1.048 0.4 1.2 -0.5
O -1.987 -2.674 -0.822 1.3 -3.4 0.7
H 1.009 -3.734 -1.687 -1.4 -0.1 2.1
H 0.607 -3.142 -0.270 1.1 2.0 1.3
O 0.413 -3.831 -0.870 0.8 -2.0 -3.1
H -2.375 -2.354 0.875 -0.2 0.5 0.3
H -2.600 -0.906 1.356 0.2 -0.5 0.2
O -2.523 -1.822 1.688 0.1 0.4 -0.1
H 1.945 3.269 1.691 -0.9 0.0 -1.3
H 1.289 1.925 1.454 0.1 2.2 -1.8
O 1.356 2.882 0.985 0.7 -2.4 3.0
H -2.127 1.891 0.246 -0.6 -0.7 0.8
H -3.380 1.026 0.629 -1.3 0.1 -0.4
O -2.469 1.143 0.818 1.7 0.4 -0.3
H 3.784 1.099 -0.523 1.5 -0.2 1.2
H 3.275 0.431 -1.866 -0.2 2.3 2.4
O 3.089 1.156 -1.138 -1.1 -2.1 -3.6

Record 3
51
Properties=species:S:1:pos:R:3:forces:R:3 method="wB97M-V/def2-TZVPD" spin_multiplicity=6 orbital_gap_ev="7.2 / 5.6" lumo_energy_ev="-0.308 / -1.907"
O -0.893 0.809 -3.220 -0.4 -0.7 -0.4
H -1.482 0.162 -3.654 0.4 0.6 0.2
Mn -0.844 0.447 -1.381 1.6 -2.1 0.0
N 0.167 1.529 0.549 0.1 -0.8 -0.1
N 1.140 0.832 -1.765 1.7 0.0 0.2
N -1.270 -0.975 0.530 0.4 -2.1 -2.0
N -0.307 -1.565 -1.772 -1.5 -2.2 2.4
O 0.083 1.384 1.827 -0.2 1.4 -1.1
O -1.067 -0.777 1.835 -0.7 1.1 0.6
O 0.597 -1.830 -2.668 0.7 0.0 -1.3
O 1.854 0.206 -2.628 -0.2 1.7 0.8
C 1.606 1.959 -1.228 0.3 0.7 0.6
C 1.073 2.352 0.065 1.0 0.6 -0.8
C -1.536 -2.206 0.122 -0.1 2.2 1.5
C -0.941 -2.555 -1.160 0.6 1.4 -2.2
C 1.650 3.492 0.886 0.2 0.2 0.0
H 2.165 3.097 1.800 -0.5 0.3 -0.8
H 0.827 4.177 1.217 0.7 -0.7 -0.2
H 2.374 4.085 0.277 -0.6 -0.5 0.7
C 2.755 2.674 -1.856 0.1 0.3 0.0
H 2.769 2.435 -2.938 0.3 0.1 0.7
H 3.705 2.406 -1.331 -0.6 0.1 -0.7
H 2.582 3.754 -1.722 0.3 -0.4 -0.2
C -2.160 -3.252 0.997 0.0 -0.2 0.4
C -0.926 -3.963 -1.662 0.1 -0.5 -0.1
H -2.647 -2.805 1.887 0.6 -0.1 -0.5
H -1.394 -3.983 1.319 -0.5 0.2 0.0
H -2.960 -3.782 0.447 0.5 0.1 0.1
H -0.385 -4.026 -2.618 -0.1 0.1 0.5
H -1.950 -4.329 -1.831 0.2 0.2 0.0
H -0.489 -4.665 -0.932 0.1 0.3 -0.3
H -0.549 0.193 1.822 -1.4 -1.2 0.7
H 1.173 -0.871 -2.692 -0.5 -1.5 -0.8
C -2.368 1.401 -1.186 -2.7 2.2 -1.9
H -1.934 2.226 -0.627 -0.7 0.3 0.6
H -3.093 0.745 -0.719 -0.4 0.4 0.5
H -2.708 1.819 -2.203 0.2 -0.7 1.9
O -5.028 3.006 -2.379 -2.9 1.0 0.6
H -5.770 2.352 -2.232 1.4 0.8 -0.3
H -5.545 3.871 -2.233 1.4 -1.8 -0.4
C 1.085 -0.146 3.803 -0.2 0.1 0.2
N 1.841 -0.839 2.768 -0.2 0.4 0.4
C 3.002 -1.631 3.063 0.6 -0.5 0.0
C 1.591 -0.818 1.483 0.2 -0.7 -5.4
N 1.586 -0.950 0.283 0.2 0.5 5.1
H 1.598 -0.270 4.744 0.3 -0.2 0.2
H 0.085 -0.565 3.917 0.0 0.1 -0.1
H 1.020 0.923 3.614 0.0 -0.2 0.0
H 2.837 -2.664 2.764 0.0 -0.2 0.1
H 3.858 -1.262 2.499 0.2 0.0 0.1
H 3.223 -1.602 4.120 0.0 0.1 0.3

Record 4
14
Properties=species:S:1:pos:R:3:forces:R:3 method="wB97M-V/def2-TZVPD" orbital_gap_ev=9.1 relative_energy_kj_mol=117.5 lumo_energy_ev=-8.743 charge=+2
C 1.680 -1.218 -0.532 1.6 -0.4 4.1
C -0.410 0.815 0.357 -4.2 1.8 -1.0
N 1.319 -0.530 -1.374 0.4 1.9 -4.2
N 2.006 -1.692 0.607 -0.4 -0.3 -0.9
N -0.845 1.981 -0.051 1.7 0.4 0.7
S -1.430 -0.567 0.517 1.1 -0.4 0.3
S -3.146 -0.280 -0.528 0.6 0.2 -1.1
H 0.559 0.732 0.639 2.8 -0.3 0.9
H 1.921 -0.115 -2.141 -1.1 -0.5 0.7
H 2.222 -1.303 1.515 0.0 1.2 -0.2
H 2.121 -2.657 0.631 0.2 -2.5 0.1
H -1.838 2.020 -0.092 -1.1 0.5 -0.7
H -0.318 2.913 -0.101 -0.7 -2.0 0.2
H -3.843 -0.098 0.553 -0.9 0.3 1.1